(1)
Entry from the OMol25 dataset: a 16-piece molecular cluster, H32O16 overall at a distorted geometry (wB97M-V/def2-TZVPD).

Output
spin multiplicity: 1
HOMO: -10.974 eV
energy above the lowest of the compared OMol25 structures with the same formula, charge and spin: 252.84 kcal/mol

Geometry as XYZ:
```
48
H32O16, DFT wB97M-V/def2-TZVPD
O 0.79977 -3.97898 2.58309
H 0.47962 -4.72803 2.07015
H 1.73752 -3.86353 2.45728
O -4.02523 0.15413 -1.71888
H -4.84165 -0.43531 -1.74101
H -3.92126 0.31215 -0.69273
O -0.93456 0.39535 -5.03418
H -0.46994 0.90008 -5.69279
H -0.80391 0.94455 -4.24941
O 1.03216 0.89158 2.53033
H 1.38522 1.74060 2.25131
H 1.52995 0.37567 3.16518
O -2.70294 -2.13474 -1.66879
H -3.08735 -2.50888 -0.87160
H -2.28360 -2.84233 -2.09624
O -2.88874 -2.62942 2.99925
H -3.41427 -2.34544 3.73795
H -2.71027 -1.94873 2.47836
O -4.53670 0.78724 1.91954
H -4.25535 0.91081 1.09066
H -4.76590 1.47249 2.54098
O -0.44852 -0.93137 -2.28830
H -1.32592 -1.13121 -2.47575
H -0.77029 -0.84076 -1.42727
O 3.33123 3.90488 -3.61175
H 2.45699 4.20189 -3.37302
H 3.61040 3.23594 -2.94171
O -1.07355 -2.78708 0.44672
H -1.03978 -3.48979 1.15990
H -0.13488 -2.35791 0.52948
O -2.36892 2.75684 -0.51040
H -2.29634 2.34086 0.53423
H -1.91015 2.03785 -0.97061
O 1.17639 3.09721 -0.93517
H 1.36626 3.66144 -1.51117
H 1.76457 2.87016 -0.40772
O 1.60856 -0.21447 -0.98227
H 0.94431 0.39625 -1.36176
H 1.45008 -0.95525 -1.45520
O 3.36308 -2.52580 1.91039
H 3.91067 -1.92196 1.48521
H 3.50950 -2.47571 2.96216
O 3.26232 2.53743 3.46589
H 4.13383 2.64022 3.10516
H 2.82762 2.80230 4.20254
O 4.12340 0.79227 -0.57564
H 3.20813 1.08916 -0.69335
H 3.99838 -0.20270 -0.33906
```

(2)
Entry from the OMol25 dataset: a 16-piece molecular cluster, H32O16 overall at a distorted geometry (wB97M-V/def2-TZVPD).

Output
spin multiplicity: 1
HOMO: -10.396 eV
energy above the lowest of the compared OMol25 structures with the same formula, charge and spin: 117.61 kcal/mol

Geometry as XYZ:
```
48
H32O16, DFT wB97M-V/def2-TZVPD
O -8.43400 6.45100 -16.39600
H -8.51300 7.32900 -16.02400
H -9.34000 6.24800 -16.60000
O -7.43500 9.46300 -17.98500
H -8.39600 9.40800 -18.00400
H -7.32000 10.32800 -17.62600
O -6.62400 6.86500 -19.06200
H -7.49800 6.49700 -19.12400
H -6.82800 7.57800 -18.47000
O -11.99400 8.41900 -16.96500
H -12.96000 8.40600 -17.02400
H -11.76800 7.55800 -16.65100
O -10.29300 2.79700 -18.02900
H -10.30600 2.75700 -18.95500
H -9.71500 3.52400 -17.77600
O -5.38100 5.10700 -16.82200
H -5.36800 4.90200 -17.75000
H -5.91600 5.85900 -16.83200
O -9.26500 5.72800 -19.22000
H -9.59900 6.58400 -18.88300
H -9.00200 6.00600 -20.14500
O -8.04500 8.70500 -14.78500
H -8.91700 8.71600 -14.39200
H -7.82500 9.57700 -14.99900
O -10.56500 8.19900 -14.22300
H -10.42100 8.14400 -13.28900
H -11.27900 7.55500 -14.49900
O -10.44600 2.97300 -15.11500
H -10.35400 3.86200 -15.48700
H -9.49400 2.70300 -15.07700
O -7.99400 3.71200 -16.83300
H -7.38700 3.03300 -16.75800
H -7.42700 4.45700 -17.07900
O -8.60500 5.14400 -14.01600
H -8.73800 5.60300 -14.87200
H -9.52700 4.89400 -13.84400
O -9.77500 8.33200 -18.62900
H -10.08500 8.33600 -19.52400
H -10.55400 8.52800 -18.14100
O -8.27000 7.49600 -12.27700
H -8.06300 6.55900 -12.28100
H -8.04600 7.70100 -13.19200
O -11.12200 5.47300 -16.14100
H -11.78300 5.33000 -15.44000
H -11.51800 5.09300 -16.97000
O -5.80500 7.85600 -16.24700
H -5.70200 7.67300 -15.32000
H -6.55800 8.39800 -16.30900
```